## P
The following is a quantum chemistry calculation of a structure of composition C4H7NO, from the OMol25 dataset.

As for the LUMO energy: 0.62 eV. The orbital gap is 10.27 eV.

Positions of all 13 atoms, in Å:
C  -1.558  -0.379  0.422
C  -0.247  -0.177  -0.255
C  0.668  1.041  -0.162
C  1.750  0.043  0.287
O  2.897  0.154  0.624
N  0.878  -1.097  0.189
H  -1.841  -1.438  0.386
H  -1.500  -0.074  1.466
H  -2.302  0.218  -0.110
H  -0.450  -0.417  -1.389
H  0.869  1.518  -1.127
H  0.351  1.786  0.567
H  0.485  -1.179  -0.897

Atomic partial charges in e from the Löwdin method, atoms 1 to 8:
1. C -0.0540
2. C -0.4586
3. C -0.0265
4. C -0.4634
5. O 0.0963
6. N 0.0852
7. H 0.0894
8. H 0.0874

## Q
The following is a quantum chemistry calculation of a cluster of 2 separate species, C4H7NO in total, from the OMol25 dataset.

As for the LUMO energy: 0.72 eV. The orbital gap is 9.15 eV.

Positions of all 13 atoms, in Å:
O  0.042  -0.579  2.729
C  -0.758  -0.745  -0.194
C  -0.976  0.745  0.055
C  -0.168  0.614  -1.165
N  1.235  0.470  -0.796
C  0.546  -0.800  -0.714
H  0.811  -0.449  2.160
H  -0.575  -1.058  2.161
H  -0.423  1.225  0.864
H  -2.020  1.044  -0.007
H  -0.480  0.715  -2.198
H  1.835  0.472  -1.621
H  0.930  -1.653  -1.274

Atomic partial charges in e from the Löwdin method, atoms 1 to 8:
1. O -0.0661
2. C -0.0320
3. C -0.1546
4. C -0.2359
5. N 0.0656
6. C -0.2138
7. H 0.0274
8. H 0.0147

## R
The following is a quantum chemistry calculation of a cluster of 2 separate species, C4H7NO in total, from the OMol25 dataset.

As for the LUMO energy: 1.03 eV. The orbital gap is 10.62 eV. As for the SMILES: O[C@H]1C[C@]12C=N2.[H][H].

Positions of all 13 atoms, in Å:
O  1.407  1.095  0.178
C  0.780  0.124  -0.603
C  1.002  -1.372  -0.313
C  -0.280  -0.698  -0.011
C  -1.675  -0.827  0.259
N  -1.017  -0.496  1.282
H  1.048  1.023  1.074
H  0.729  0.432  -1.645
H  1.656  -1.608  0.525
H  1.071  -2.057  -1.157
H  -2.700  -1.040  -0.020
H  -0.710  2.499  0.260
H  -1.313  2.926  0.172

Atomic partial charges in e from the Löwdin method, atoms 1 to 8:
1. O -0.0395
2. C -0.3190
3. C -0.0181
4. C -0.3882
5. C -0.0349
6. N 0.1919
7. H 0.0838
8. H 0.1430

Tell me which of them is the most stable. Sure, it is P.

## P
The following is a quantum chemistry calculation of the molecule C4H7NO, from the OMol25 dataset.

As for the LUMO energy: 1.04 eV. The orbital gap is 10.96 eV. As for the SMILES: [H]/N=C(/O)C1CC1.

Positions of all 13 atoms, in Å:
H  2.312  -1.204  0.842
N  2.319  -0.399  0.232
C  1.169  0.040  -0.086
O  1.192  1.110  -0.909
C  -0.178  -0.438  0.317
C  -1.358  -0.335  -0.623
C  -1.295  0.548  0.577
H  2.158  1.200  -0.992
H  -0.140  -1.314  0.958
H  -1.182  0.116  -1.594
H  -2.059  -1.166  -0.621
H  -1.951  0.337  1.417
H  -1.071  1.598  0.420

Atomic partial charges in e from the Löwdin method, atoms 1 to 8:
1. H 0.0459
2. N 0.1294
3. C -0.4740
4. O 0.0533
5. C -0.2113
6. C -0.1059
7. C -0.1055
8. H 0.1123

## Q
The following is a quantum chemistry calculation of the molecule C4H7NO, from the OMol25 dataset.

As for the LUMO energy: 0.92 eV. The orbital gap is 9.83 eV.

Positions of all 13 atoms, in Å:
O  -1.462  -1.169  0.876
C  -1.121  -0.380  -0.130
C  -0.157  1.141  0.454
N  0.853  0.702  -0.517
C  1.357  -0.607  -0.096
C  0.158  -0.532  -0.940
H  -0.934  0.034  1.076
H  -1.928  0.105  -0.705
H  0.264  1.339  1.451
H  -0.716  2.011  0.106
H  1.238  -0.910  0.944
H  2.301  -0.881  -0.557
H  0.137  -0.841  -1.982

Atomic partial charges in e from the Löwdin method, atoms 1 to 8:
1. O -0.1081
2. C -0.3439
3. C -0.0916
4. N -0.0549
5. C -0.0958
6. C -0.2107
7. H 0.1682
8. H 0.1467

## R
The following is a quantum chemistry calculation of the molecule C4H7NO, from the OMol25 dataset.

As for the LUMO energy: 0.89 eV. The orbital gap is 10.46 eV. As for the SMILES: C[C@H]1CN1C=O.

Positions of all 13 atoms, in Å:
C  -1.603  -0.461  0.353
C  -0.169  -0.570  -0.162
C  0.110  0.416  -1.327
N  0.605  0.632  0.008
C  1.755  0.429  0.697
O  1.866  -0.530  1.460
H  -1.621  -0.796  1.390
H  -2.319  -1.066  -0.216
H  -1.971  0.579  0.326
H  0.693  -1.233  0.592
H  0.769  0.238  -2.175
H  -0.652  1.186  -1.553
H  2.539  1.176  0.606

Atomic partial charges in e from the Löwdin method, atoms 1 to 8:
1. C -0.0802
2. C -0.2601
3. C -0.0508
4. N -0.0784
5. C -0.2948
6. O 0.0005
7. H 0.0683
8. H 0.0723

Tell me which of them is the most stable. Sure, it is P.

## P
The following is a quantum chemistry calculation of the molecule C4H7NO, from the OMol25 dataset.

As for the LUMO energy: 0.45 eV. The orbital gap is 10.33 eV. As for the SMILES: C#C[C@@H](N)CO.

Positions of all 13 atoms, in Å:
C  2.708  -0.310  -0.006
C  1.494  0.065  -0.108
C  -0.019  0.370  0.395
N  -0.539  1.831  -0.048
C  -0.616  -0.890  0.024
O  -1.917  -0.982  0.022
H  3.591  -1.122  -0.202
H  0.135  0.123  1.465
H  -1.316  2.081  0.705
H  -0.839  1.851  -1.076
H  -0.395  -0.939  -0.995
H  -0.132  -1.723  0.580
H  -2.154  -0.354  -0.756

Atomic partial charges in e from the Löwdin method, atoms 1 to 8:
1. C 0.0451
2. C -0.0886
3. C -0.3189
4. N 0.0165
5. C -0.4551
6. O -0.0222
7. H 0.0892
8. H 0.1374

## Q
The following is a quantum chemistry calculation of a cluster of 2 separate species, C4H7NO in total, from the OMol25 dataset.

As for the LUMO energy: 0.77 eV. The orbital gap is 10.71 eV. As for the SMILES: N#CC1CC1.O.

Positions of all 13 atoms, in Å:
N  -2.416  1.735  -0.245
C  -1.725  0.815  -0.101
C  -0.795  -0.287  0.034
C  0.804  0.158  -0.491
C  -0.090  -0.735  -1.209
H  -1.201  -1.081  0.689
H  1.825  -0.182  -0.262
H  0.779  1.235  -0.632
H  0.222  -1.771  -1.101
H  -0.482  -0.443  -2.162
O  1.257  -0.135  1.903
H  1.472  0.795  2.022
H  0.351  -0.105  1.555

Atomic partial charges in e from the Löwdin method, atoms 1 to 8:
1. N 0.1430
2. C -0.2267
3. C -0.2254
4. C -0.0488
5. C -0.1775
6. H 0.1476
7. H 0.1108
8. H 0.1086

Tell me which of them is the most stable. Sure, it is Q.